16
Properties=species:S:1:pos:R:3:forces:R:3:nbo_charge:R:1 method="wB97M-V/def2-TZVPD" e_above_lowest_kj_mol=29.0 charge=0 spin_multiplicity=1
C -1.73386 -1.42037 2.09486 0.561 -0.441 0.221 -0.60
C -0.67207 -0.53890 1.45289 -0.058 0.579 0.918 -0.61
H -1.47133 -1.58954 3.14318 -0.295 0.183 0.030 0.20
H -2.72741 -0.98749 2.01973 -0.077 -0.027 0.050 0.20
H -1.73841 -2.42220 1.65466 -0.140 0.159 -0.153 0.20
H -0.83662 -0.42254 0.39893 0.183 -0.068 -0.608 0.20
H 0.33388 -0.88350 1.68652 0.043 -0.312 -0.386 0.20
H -0.69078 0.46808 1.88815 -0.209 -0.066 -0.085 0.20
C 0.86303 0.65449 -2.43639 0.968 0.002 -0.828 -0.61
C 1.52499 1.28374 -1.24114 0.240 -0.091 2.541 -0.63
H 1.56624 0.18477 -3.13967 0.092 0.228 0.248 0.20
H 0.20318 -0.15892 -2.16142 -0.438 0.155 0.203 0.21
H 0.35608 1.43049 -3.00742 -0.349 -0.189 -0.024 0.21
H 0.80055 1.78431 -0.60545 -0.593 0.445 -0.275 0.20
H 2.33344 2.01557 -1.30099 -0.056 -0.115 -0.980 0.21
H 1.88909 0.60199 -0.44644 0.126 -0.441 -0.872 0.20

***

108
Properties=species:S:1:pos:R:3:forces:R:3:mulliken_charge:R:1 method="wB97M-V/def2-TZVPD" charge=-1 spin_multiplicity=1
C 0.71770 -0.74984 4.83452 0.911 -0.322 -0.215 -0.74
C 2.19893 -1.01846 4.43280 -0.270 -0.542 0.229 -0.98
C 2.37290 -2.49454 3.98511 -0.336 0.677 -0.047 0.06
C 1.85436 -2.65689 2.54456 1.115 -0.313 0.525 0.19
C 2.20229 -3.99402 1.83161 -0.413 1.010 -2.068 1.44
C 3.48997 -4.73903 2.21713 0.211 0.441 1.413 -1.88
C 4.77912 -4.08506 1.66145 0.188 -0.966 0.662 0.31
C 5.98862 -4.70300 2.40853 -0.626 0.014 -0.298 -1.67
O 4.83074 -2.68216 1.90454 0.247 -0.268 -0.485 -0.08
C 5.34012 -1.92019 0.82695 -0.383 1.034 -0.414 -1.43
C 4.25480 -0.98014 0.30957 0.954 -0.413 0.463 1.32
C 3.85992 0.06216 1.13119 0.246 -0.397 -0.104 -0.60
C 2.84450 0.88322 0.69748 -0.218 0.876 0.986 -0.49
C 2.23739 0.69058 -0.52269 -0.487 0.212 -0.463 -0.07
C 2.65668 -0.32557 -1.35991 -0.186 -0.059 -0.335 -0.44
C 3.67355 -1.15018 -0.92115 0.205 -0.573 -0.743 -0.77
O 2.48431 -3.56591 0.47779 -0.455 -0.345 0.210 -0.89
B 2.00960 -4.62027 -0.47601 0.549 0.137 -0.357 1.79
O 1.29422 -5.59254 0.38554 -0.350 -0.343 0.528 -1.00
C 0.91290 -4.84286 1.51579 1.171 -0.338 -0.558 -0.32
C 0.35136 -5.80370 2.56175 -0.365 0.711 0.280 -1.14
C 0.06251 -5.23029 3.96057 -0.358 -1.024 0.380 -0.92
O -0.61054 -3.95284 4.01496 -0.464 -0.384 -0.625 -0.26
C -1.75019 -3.87087 3.26801 0.156 1.035 -1.278 0.88
C -2.86532 -4.90759 3.36166 0.236 0.205 0.180 -1.35
O -1.87797 -2.93622 2.49841 -0.105 -0.575 1.178 -0.55
H 0.26446 -1.71258 5.09376 -0.175 0.246 0.006 0.10
H 0.20495 -0.34447 3.95472 0.056 -0.181 0.318 0.04
H 0.64069 -0.08061 5.70213 -0.065 0.042 -0.297 0.55
H 2.46574 -0.35275 3.60345 0.107 -0.131 0.175 0.17
H 2.90373 -0.82674 5.25371 -0.318 0.131 0.001 0.37
H 3.43167 -2.76218 4.07006 -0.163 0.044 -0.286 0.58
H 1.82653 -3.12594 4.70320 0.117 0.048 -0.117 -0.08
H 0.78565 -2.43284 2.45337 0.096 -0.265 0.179 0.45
H 2.36280 -1.88408 1.95992 -0.073 -0.227 0.058 -1.10
H 3.49941 -5.77960 1.86856 -0.297 0.239 -0.140 0.63
H 3.64071 -4.77426 3.31511 -0.299 -0.155 -0.177 0.35
H 4.81546 -4.35782 0.60048 0.038 0.544 0.036 0.43
H 6.94082 -4.37782 1.97233 -0.147 -0.099 0.099 0.39
H 5.92514 -4.37286 3.45362 0.171 -0.102 -0.174 0.33
H 5.89941 -5.79660 2.37397 0.262 0.150 0.026 0.37
H 6.16217 -1.26219 1.16213 -0.062 -0.413 0.273 0.42
H 5.74289 -2.52059 0.00088 -0.217 -0.198 0.244 0.50
H 4.35460 0.14871 2.09666 -0.225 0.267 -0.057 0.32
H 2.50573 1.69851 1.33780 0.016 -0.115 -0.112 0.38
H 1.41834 1.33491 -0.82789 0.129 -0.028 0.097 0.31
H 2.19410 -0.47840 -2.33880 0.294 -0.016 0.617 0.39
H 4.02857 -1.96370 -1.55160 -0.205 0.041 0.101 0.14
H 2.92860 -5.21467 -1.05131 0.284 -0.113 0.015 -0.45
H 1.33904 -4.07171 -1.34728 -0.418 0.016 -0.058 -0.44
H 0.20358 -4.09586 1.11573 -0.243 -0.006 0.859 0.65
H -0.58950 -6.22214 2.17780 0.258 -0.055 -0.102 0.27
H 1.04928 -6.63930 2.70514 -0.079 0.148 -0.127 0.44
H 0.96873 -5.14383 4.56585 -0.128 0.374 -0.225 0.45
H -0.58589 -5.95757 4.48362 0.256 0.116 -0.026 0.43
H -3.80441 -4.34786 3.31330 0.181 -0.078 0.175 0.42
H -2.85508 -5.52642 2.45812 0.207 -0.031 0.263 0.31
H -2.82322 -5.51534 4.26999 0.001 0.013 -0.249 0.33
C -0.86985 1.90446 -2.78906 0.008 -0.123 0.353 -0.46
C -1.12804 2.07995 -4.26126 0.187 0.578 0.220 0.51
O 0.11321 1.70304 -4.84486 -0.185 -0.347 0.255 -0.35
C 0.67016 0.79496 -3.98938 0.192 -0.224 0.106 0.64
O 1.56421 0.06064 -4.26485 -0.064 0.189 -0.553 -0.58
O 0.06421 0.81645 -2.79078 -0.175 -0.046 -0.370 -0.27
F -1.38546 3.37823 -4.57624 0.033 -0.051 -0.155 -0.37
H -0.41302 2.77735 -2.32940 -0.009 -0.277 -0.346 0.34
H -1.76678 1.64835 -2.22943 0.111 -0.207 0.032 0.39
H -1.91707 1.44987 -4.65143 -0.118 0.208 -0.079 0.34
C -1.69236 1.38793 4.12327 0.205 0.021 0.481 -0.08
C -2.80220 0.59894 3.48028 -0.224 0.030 0.135 0.62
O -3.07518 1.34941 2.30855 0.448 -0.101 -0.032 -0.35
C -1.90421 1.96258 1.96356 0.160 0.062 -0.153 0.60
O -1.68844 2.44630 0.90320 -0.182 0.205 -0.099 -0.52
O -1.01834 1.93385 2.98718 -0.320 -0.105 -0.087 -0.32
F -3.91592 0.57897 4.26011 -0.088 -0.008 -0.038 -0.31
H -2.07111 2.20020 4.74729 -0.224 -0.014 -0.103 0.35
H -1.02341 0.76854 4.71481 -0.066 0.219 -0.228 -0.05
H -2.53153 -0.42270 3.20531 -0.102 -0.060 0.034 0.17
C -3.90068 5.92641 -0.60891 -0.038 0.198 0.307 -0.17
C -4.35135 4.57323 -1.09298 -0.122 0.082 -0.329 0.32
O -3.25461 4.14914 -1.88133 0.100 0.052 0.491 -0.27
C -2.14483 4.74090 -1.34974 0.351 -0.049 0.066 0.77
O -1.03464 4.39905 -1.58074 -0.122 0.795 0.141 -0.59
O -2.48077 5.75321 -0.51590 -0.164 -0.290 -0.180 -0.37
F -5.45166 4.66901 -1.88328 -0.008 -0.094 0.000 -0.31
H -4.12351 6.71940 -1.31915 -0.084 -0.321 -0.029 0.04
H -4.32613 6.19119 0.35661 0.220 -0.018 0.074 0.27
H -4.53607 3.84346 -0.30203 -0.095 -0.059 -0.098 0.27
C -3.49791 9.91563 -4.22825 0.340 -0.199 -0.345 -0.41
C -3.62063 11.07231 -3.26991 -0.372 0.234 -0.192 0.29
O -4.60401 10.61518 -2.35816 0.452 -0.282 0.011 -0.32
C -4.50252 9.25549 -2.33224 -0.235 -0.243 0.108 0.66
O -4.97881 8.56006 -1.49769 -0.159 0.387 -0.112 -0.53
O -3.77756 8.79885 -3.38166 -0.083 0.302 0.161 -0.28
F -4.07862 12.18727 -3.89026 0.024 0.037 0.090 -0.29
H -4.23905 9.96135 -5.02768 -0.073 0.168 0.095 0.29
H -2.50718 9.83494 -4.66891 0.016 -0.202 0.140 0.26
H -2.70361 11.30987 -2.72757 -0.034 0.135 -0.030 0.29
C -1.34267 -1.30940 -6.79841 0.581 -0.144 0.267 -0.51
C -1.95959 -1.16534 -8.16425 -0.305 -0.355 0.049 0.33
O -3.13901 -0.42753 -7.89637 0.448 0.273 0.068 -0.35
C -2.87630 0.33398 -6.79430 -0.189 0.133 0.193 0.57
O -3.53134 1.25860 -6.44722 -0.034 -0.080 0.019 -0.49
O -1.76095 -0.10181 -6.15332 -0.354 -0.268 -0.574 -0.20
F -2.30264 -2.36900 -8.68678 -0.021 0.063 -0.097 -0.29
H -1.73657 -2.16814 -6.25304 -0.119 -0.027 -0.157 0.28
H -0.25776 -1.37953 -6.82901 -0.006 0.231 0.145 0.31
H -1.34498 -0.62032 -8.88315 -0.035 -0.108 -0.093 0.28

***

Number 1: Kohn-Sham gap 12.609 eV. Number 2: Kohn-Sham gap 5.308 eV.